--- w ---
{"formula": "C7H12N2", "method": "ωB97M-V/def2-TZVPD", "species": ["C", "C", "C", "C", "N", "C", "C", "N", "C", "H", "H", "H", "H", "H", "H", "H", "H", "H", "H", "H", "H"], "xyz": [[0.72976, 2.05089, 2.39258], [-0.03251, 1.86937, 1.44513], [-0.86469, 1.65351, 0.27091], [-0.62671, 0.32429, -0.57427], [-1.53849, 0.41824, -1.69217], [-0.61710, -1.02595, 0.30483], [0.93312, -0.96127, 0.20770], [1.73579, -2.21168, 0.04051], [0.83306, -0.01007, -0.94230], [1.40185, 2.30595, 3.19926], [-1.92303, 1.70357, 0.52393], [-0.73835, 2.41063, -0.46638], [-1.39511, -0.40787, -2.28146], [-2.47249, 0.41044, -1.36515], [-1.02139, -1.85442, -0.36154], [-1.20257, -1.08578, 1.23527], [1.37514, -0.43048, 1.01698], [1.50125, -2.64554, -0.91735], [1.49583, -2.85399, 0.81344], [1.50881, 0.82529, -0.93114], [0.91781, -0.48514, -1.91880]], "mulliken_charge": [-0.034, -0.306, -1.128, 1.033, -0.758, -0.899, 0.124, -0.689, -1.033, 0.392, 0.379, 0.465, 0.305, 0.240, 0.272, 0.253, 0.253, 0.276, 0.248, 0.206, 0.402], "smiles": "C#CC[C@]1(N)C[C@@H](N)C1"}

--- x ---
{"formula": "C7H12N2", "method": "ωB97M-V/def2-TZVPD", "species": ["C", "C", "C", "C", "N", "C", "C", "C", "N", "H", "H", "H", "H", "H", "H", "H", "H", "H", "H", "H", "H"], "xyz": [[-0.20741, 0.53430, -1.04692], [0.32065, 1.72304, -1.84217], [-1.40570, -0.12817, -1.72242], [0.28076, -1.43803, 2.91068], [0.89759, -0.42084, -0.76424], [0.14552, -0.66206, 1.63750], [-0.40903, 0.85711, 0.41117], [1.18563, -0.42031, 0.67092], [-0.97600, -0.08683, 1.23765], [0.76236, -1.35730, -1.14156], [-0.00826, 1.77050, 0.83933], [2.21772, -0.67911, 0.89661], [-1.84003, -0.89223, -1.07772], [1.19342, 2.15146, -1.34661], [-0.44937, 2.49464, -1.93240], [0.62210, 1.40749, -2.84245], [-1.08942, -0.58990, -2.66127], [-2.17367, 0.61077, -1.95438], [0.96838, -2.27817, 2.79820], [0.66418, -0.79509, 3.70847], [-0.69942, -1.80128, 3.22163]], "mulliken_charge": [1.170, -1.648, -1.543, -1.209, -0.261, 0.814, 0.109, -1.047, -0.704, 0.270, 0.462, 0.397, 0.406, 0.379, 0.355, 0.342, 0.379, 0.376, 0.341, 0.273, 0.340]}

Calculated relative energies: w 0.000; x 0.475, given in eV

--- w ---
{"formula": "C4H5ClN2", "method": "ωB97M-V/def2-TZVPD", "species": ["N", "C", "C", "N", "C", "C", "Cl", "H", "H", "H", "H", "H"], "xyz": [[-2.83543, 0.88245, 0.06758], [-1.75437, 0.55855, -0.06109], [-0.20516, -0.22176, -0.15535], [-0.02723, -0.70176, -1.44994], [0.33880, -0.65545, 1.10007], [0.84262, 0.67672, 0.54547], [2.41423, 0.74414, -0.21962], [0.49463, 0.11211, -2.09727], [-0.77890, -0.94054, -2.06536], [1.16051, -1.34931, 1.19479], [-0.34901, -0.63357, 1.96094], [0.69931, 1.52843, 1.17980]], "mulliken_charge": [-0.409, 0.044, 0.649, -0.638, -0.666, -0.343, -0.181, 0.291, 0.304, 0.310, 0.266, 0.373], "smiles": "N#C[C@]1(N)C[C@H]1Cl"}

--- x ---
{"formula": "C4H5ClN2", "method": "ωB97M-V/def2-TZVPD", "species": ["C", "N", "N", "C", "C", "C", "Cl", "H", "H", "H", "H", "H"], "xyz": [[-0.24672, 1.24690, -3.25784], [0.28423, 1.32875, -2.08916], [-0.03776, 0.16290, -1.32331], [0.23124, 0.32074, -0.08930], [-0.27851, -0.60085, 0.91715], [-1.20284, -1.47035, 0.55979], [0.62917, -0.42718, 2.43424], [-0.68747, 0.21386, -3.63542], [-0.30579, 2.21467, -3.97494], [0.72409, 1.20530, 0.56247], [-1.63437, -1.38312, -0.36653], [-1.53663, -2.40881, 1.14092]], "mulliken_charge": [-0.197, -0.434, -0.202, -0.059, 0.369, -0.603, -0.205, 0.286, 0.237, 0.222, 0.352, 0.235], "smiles": "C=N/N=C/C(=C)Cl"}

Calculated relative energies: w 0.000; x 0.602, given in eV

--- w ---
{"formula": "C2H7OPS", "method": "ωB97M-V/def2-TZVPD", "species": ["C", "C", "O", "P", "S", "H", "H", "H", "H", "H", "H", "H"], "xyz": [[-0.44791, 0.86130, 1.51029], [-0.33236, -1.19223, -1.00666], [1.64776, 0.57170, -1.36105], [0.02779, 0.63797, -1.04060], [-0.95836, 1.74426, -2.28494], [-1.53758, 0.52846, 1.53201], [0.36374, 0.48583, 2.17249], [-0.45273, 1.92545, 1.43548], [0.48195, -1.68917, -1.56608], [-0.02190, -1.51485, -0.00129], [-1.27083, -1.31580, -1.47194], [2.15456, -0.19287, -1.09561]], "mulliken_charge": [-1.010, -1.025, -0.522, 0.597, -0.359, 0.315, 0.312, 0.344, 0.336, 0.359, 0.330, 0.323]}

--- x ---
{"formula": "C2H7OPS", "method": "ωB97M-V/def2-TZVPD", "species": ["C", "P", "C", "O", "S", "H", "H", "H", "H", "H", "H", "H"], "xyz": [[-0.65328, 0.08880, 1.38068], [0.54397, -0.43697, -0.03239], [0.12241, 0.94828, -1.13650], [-0.25901, -1.82072, -0.58731], [2.44324, -0.51653, 0.42702], [-1.28355, 0.74941, 0.82709], [-1.20078, -0.86156, 1.69676], [-0.14681, 0.49581, 2.23740], [0.60759, 0.85218, -2.03783], [-0.96165, 0.94313, -1.24943], [0.37249, 1.90550, -0.67617], [0.41538, -2.34731, -0.84931]], "mulliken_charge": [-0.890, 0.656, -1.111, -0.506, -0.396, 0.287, 0.268, 0.311, 0.358, 0.383, 0.342, 0.299], "smiles": "CP(C)(O)=S"}

Calculated relative energies: w 2.424; x 0.000, given in eV

--- w ---
{"formula": "C3H4N6", "method": "ωB97M-V/def2-TZVPD", "species": ["H", "N", "N", "N", "N", "N", "C", "N", "C", "C", "H", "H", "H"], "xyz": [[1.48646, -4.25328, 1.56985], [1.71049, -3.19744, 1.68872], [1.79641, -2.39885, 0.78306], [2.09745, -2.10546, -0.39850], [1.85813, -1.18991, -1.18508], [0.59971, -0.59105, -1.32063], [-0.18722, 0.15727, -0.78414], [-1.26960, 0.64643, -0.62182], [-1.86636, 1.71879, -0.08695], [-1.24592, 2.90686, 0.06772], [-3.02020, 1.55126, 0.10572], [-0.21723, 3.04808, -0.31222], [-1.74212, 3.70732, 0.49428]], "mulliken_charge": [0.233, -0.608, 0.496, 0.145, -0.456, -0.047, 0.359, -0.279, 0.167, -0.799, 0.274, 0.218, 0.297], "smiles": "[H]/N=N\\N=N/N=C=NC=C"}

--- x ---
{"formula": "C3H4N6", "method": "ωB97M-V/def2-TZVPD", "species": ["H", "N", "C", "N", "C", "C", "N", "N", "N", "N", "H", "H", "H"], "xyz": [[-1.49858, -2.44852, -2.00570], [-0.78760, -1.83540, -1.37621], [-1.22670, -1.00525, -0.46330], [-2.41189, -0.81319, 0.07813], [-0.17542, -0.14039, -0.02106], [1.25648, -0.48023, -0.24455], [2.14310, 0.48758, -0.16012], [1.83531, 1.68532, 0.46253], [0.67022, 1.66261, 1.14257], [-0.47803, 0.94444, 0.70622], [-3.35500, -1.09108, 0.07697], [-2.43276, -0.20422, 1.18598], [1.36239, -1.42032, -0.85563]], "mulliken_charge": [0.234, -0.577, -0.050, -0.429, 0.887, -0.071, -0.216, -0.175, -0.280, -0.246, 0.157, 0.360, 0.406], "smiles": "[H]/N=C(\\N)c1cnnnn1"}

Calculated relative energies: w 2.716; x 0.000, given in eV

--- w ---
{"formula": "C5H8IN", "method": "ωB97M-V/def2-TZVPD", "species": ["C", "N", "C", "C", "C", "C", "I", "H", "H", "H", "H", "H", "H", "H", "H"], "xyz": [[-0.07256, 2.08489, 1.21205], [-0.31489, 1.10130, 0.41932], [0.33281, -0.02499, 0.37240], [1.43225, -0.61773, 1.15052], [-0.30657, -1.01208, -1.08634], [-1.47925, -0.48109, -1.77886], [0.59570, -2.79346, -1.58980], [-0.70659, 2.95254, 1.13541], [0.73746, 2.11062, 1.94060], [1.86981, -1.46877, 0.63472], [1.06556, -0.94975, 2.12579], [2.21093, 0.13001, 1.31723], [-1.30081, -0.35476, -2.84890], [-2.33275, -1.15807, -1.66890], [-1.73109, 0.48135, -1.33523]], "mulliken_charge": [-0.494, -0.390, 0.794, -1.112, -0.172, -0.952, 0.084, 0.275, 0.217, 0.271, 0.263, 0.334, 0.312, 0.278, 0.291], "smiles": "C=N/C(C)=C(\\C)I"}

--- x ---
{"formula": "C5H8IN", "method": "ωB97M-V/def2-TZVPD", "species": ["C", "C", "C", "C", "C", "N", "I", "H", "H", "H", "H", "H", "H", "H", "H"], "xyz": [[1.55380, 0.02841, -0.78879], [0.48646, 0.01944, -0.02321], [0.13189, 1.16325, 0.95447], [-0.44810, -1.24159, 0.19729], [0.43248, -2.44228, 0.23071], [1.12604, -2.90062, 1.19764], [1.13066, -1.98377, 3.03228], [2.15892, 0.99634, -0.65887], [1.77406, -0.63347, -1.58088], [-0.30502, 1.94810, 0.39138], [0.91720, 1.61396, 1.55588], [-0.77901, 0.72179, 1.53823], [-0.76835, -1.20108, 1.17118], [-1.33320, -1.29991, -0.49671], [0.65744, -2.89348, -0.74743]], "mulliken_charge": [-0.813, 0.785, -1.246, -0.965, 0.187, -0.669, 0.052, 0.225, 0.311, 0.386, 0.352, 0.287, 0.387, 0.282, 0.440], "smiles": "C=C(C)C/C=N\\I"}

Calculated relative energies: w 1.718; x 0.000, given in eV

--- w ---
{"formula": "CH2NO3S", "method": "ωB97M-V/def2-TZVPD", "species": ["C", "N", "O", "O", "O", "S", "H", "H"], "xyz": [[-0.40977, 1.26466, 1.31304], [0.33174, -1.90070, -0.63238], [0.43001, 0.87300, 0.52979], [-1.58922, 0.91491, 1.33124], [0.38199, -0.21600, -2.34221], [-0.29962, -0.59796, -1.12430], [0.09264, 1.87288, 2.24795], [1.06224, -2.21079, -1.32313]], "mulliken_charge": [0.144, -0.569, -0.549, -0.650, -0.583, 0.700, 0.247, 0.262], "total_charge": -1}

--- x ---
{"formula": "CH2NO3S", "method": "ωB97M-V/def2-TZVPD", "species": ["N", "C", "O", "S", "O", "O", "H", "H"], "xyz": [[-0.17803, 0.38909, -1.11897], [0.69539, -0.40448, -0.46647], [1.61829, -1.04936, -0.96304], [0.26817, -0.13938, 1.57103], [0.00433, 1.27715, 1.74119], [-0.99812, -1.02363, 1.76243], [-0.53869, 0.24155, -2.06863], [-0.87135, 0.70906, -0.45754]], "mulliken_charge": [-0.400, 0.412, -0.619, 0.330, -0.553, -0.629, 0.221, 0.237], "smiles": "NC([O-])=S(=O)=O", "total_charge": -1}

--- y ---
{"formula": "CH2NO3S", "method": "ωB97M-V/def2-TZVPD", "species": ["C", "N", "O", "O", "O", "S", "H", "H"], "xyz": [[0.46384, -0.34221, -1.40372], [-1.05205, 0.23305, 0.27489], [1.10192, -1.17652, -0.87869], [0.10078, 0.36826, -2.27021], [-0.77070, -0.87268, 1.07842], [0.14233, 1.55733, 0.61636], [0.06235, -1.31745, 0.62965], [-0.04847, 1.55022, 1.95329]], "mulliken_charge": [0.662, -0.490, -0.535, -0.438, -0.350, -0.258, 0.334, 0.076], "total_charge": -1}

Calculated relative energies: w 0.501; x 0.000; y 2.154, given in eV

--- w ---
{"formula": "CH2NO3S", "method": "ωB97M-V/def2-TZVPD", "species": ["C", "N", "O", "O", "O", "S", "H", "H"], "xyz": [[0.61564, 0.26810, -0.45284], [-1.01238, 0.24070, -0.34153], [-1.49086, 1.38134, -0.18041], [-0.95109, -0.51233, 1.24368], [-0.26126, -1.65705, 1.00607], [1.20613, -1.26002, 0.29659], [0.87405, 0.36876, -1.64212], [1.01977, 1.17049, 0.07056]], "mulliken_charge": [-0.326, 0.065, -0.604, -0.349, -0.167, -0.136, 0.248, 0.269], "total_charge": -1}

--- x ---
{"formula": "CH2NO3S", "method": "ωB97M-V/def2-TZVPD", "species": ["C", "N", "O", "O", "O", "S", "H", "H"], "xyz": [[-1.49409, -1.08545, 0.39881], [-2.03568, -0.50711, -0.55693], [1.39124, 2.44897, -0.56983], [2.00539, 0.37223, -1.53904], [1.53341, 0.47589, 0.94529], [1.25848, 0.98376, -0.41573], [-1.51971, -2.12446, 0.49427], [-1.13903, -0.56384, 1.24317]], "mulliken_charge": [-0.231, -0.359, -0.588, -0.568, -0.548, 0.715, 0.276, 0.303], "total_charge": -1}

Calculated relative energies: w 4.309; x 0.000, given in eV

--- w ---
{"formula": "C13H13ClN4O", "method": "ωB97M-V/def2-TZVPD", "species": ["N", "C", "C", "O", "C", "C", "C", "N", "C", "N", "C", "C", "Cl", "C", "N", "C", "C", "C", "C", "H", "H", "H", "H", "H", "H", "H", "H", "H", "H", "H", "H", "H"], "xyz": [[4.33236, -1.01858, 0.21417], [3.80041, -0.75203, -1.14185], [2.88526, -1.90248, -1.58123], [1.50579, -1.75664, -0.97933], [1.14693, -0.66127, -0.28067], [-0.10349, -0.65645, 0.41404], [-0.56509, 0.49205, 1.14017], [-1.83254, 0.65656, 1.75282], [-2.96486, 0.51097, 1.07215], [-3.17125, 0.79517, -0.22240], [-4.40684, 0.61453, -0.74505], [-5.33626, -0.03558, 0.13205], [-6.96170, -0.59982, -0.21478], [-5.12275, 0.01973, 1.49553], [-3.88577, 0.15026, 1.92088], [0.13911, 1.70749, 1.00972], [1.33029, 1.73588, 0.35257], [1.85185, 0.58563, -0.28691], [3.02680, 0.63771, -1.24707], [5.09245, -1.75426, 0.23797], [3.56546, -1.27310, 0.81001], [4.63392, -0.71452, -1.88474], [2.76621, -2.01879, -2.71069], [3.32946, -2.87625, -1.26899], [-0.67963, -1.55754, 0.27364], [-1.97589, 1.45117, 2.43324], [-4.70451, 0.80415, -1.81427], [-5.89383, -0.10724, 2.32030], [-0.17385, 2.53131, 1.63731], [1.95529, 2.66612, 0.38823], [2.75706, 0.90710, -2.30061], [3.65959, 1.41872, -0.92620]], "mulliken_charge": [-0.635, -0.106, -0.565, -0.567, 0.293, -0.622, 0.533, -0.225, 0.457, -0.524, -0.105, 0.108, -0.213, -0.128, -0.615, -0.526, -1.022, 1.030, -0.984, 0.276, 0.297, 0.355, 0.333, 0.310, 0.461, 0.323, 0.357, 0.366, 0.276, 0.271, 0.328, 0.463], "smiles": "N[C@H]1COc2cc(Nc3ncc(Cl)cn3)ccc2C1"}

--- x ---
{"formula": "C13H13ClN4O", "method": "ωB97M-V/def2-TZVPD", "species": ["N", "C", "C", "O", "C", "C", "C", "N", "C", "N", "C", "C", "Cl", "C", "N", "C", "C", "C", "C", "H", "H", "H", "H", "H", "H", "H", "H", "H", "H", "H", "H", "H"], "xyz": [[2.55167, 3.44749, -1.58073], [3.00041, 2.05217, -1.56235], [3.01928, 1.35052, -0.16271], [1.66234, 1.30685, 0.35978], [0.70873, 0.75150, -0.42014], [-0.44794, 0.25845, 0.22595], [-1.32947, -0.46447, -0.46234], [-2.48250, -0.79207, 0.13625], [-2.54748, -1.33526, 1.39689], [-1.90135, -0.80792, 2.43376], [-2.05350, -1.45760, 3.54811], [-2.73901, -2.60119, 3.67621], [-2.83733, -3.39026, 5.21808], [-3.37809, -3.10232, 2.58498], [-3.28207, -2.48122, 1.43612], [-1.08061, -0.69186, -1.86628], [-0.06877, -0.03899, -2.53582], [0.87917, 0.63617, -1.80104], [2.16266, 1.08964, -2.41103], [3.28393, 4.09679, -1.29827], [1.72413, 3.51440, -0.90750], [4.00087, 2.02709, -1.91854], [3.46954, 0.36980, -0.28276], [3.68404, 1.82420, 0.55356], [-0.55691, 0.59373, 1.27438], [-3.05507, -1.34156, -0.52285], [-1.51324, -1.13344, 4.41552], [-3.90621, -4.02471, 2.69462], [-1.81827, -1.19984, -2.44785], [0.08598, -0.15811, -3.62179], [2.82277, 0.20351, -2.79079], [1.94231, 1.49850, -3.36144]], "mulliken_charge": [-0.693, -0.184, -0.621, -0.541, 0.124, -0.257, 0.589, -0.175, 0.369, -0.350, -0.283, 0.344, -0.215, -0.151, -0.584, -1.007, -1.092, 0.855, -0.920, 0.265, 0.305, 0.509, 0.322, 0.367, 0.487, 0.273, 0.409, 0.405, 0.289, 0.376, 0.269, 0.514], "smiles": "N[C@H]1COc2cc(Nc3ncc(Cl)cn3)ccc2C1"}

Calculated relative energies: w 1.365; x 0.000, given in eV